27
Properties=species:S:1:pos:R:3:forces:R:3 method="wB97M-V/def2-TZVPD" homo_energy_ev=-7.597 lumo_energy_ev=-0.957 homo_lumo_gap_ev=6.64 e_tot_ev=-35151.90760
C 1.09751 -1.21722 0.29203 3.1 -1.2 0.6
C 2.18676 -1.75058 0.42162 3.4 -0.2 -0.2
C -1.06731 -2.11201 -0.17586 0.7 2.9 0.7
C -0.24990 -1.03680 0.23842 -2.8 1.2 -0.6
C -0.89950 0.24303 0.40889 1.7 -0.9 -0.1
C -2.85122 -0.77073 -0.09937 0.0 -1.0 -0.3
C 5.37214 -0.26207 -1.47444 -0.4 0.9 2.1
C -1.03039 2.69174 0.94113 4.2 0.7 -2.6
C -4.75263 1.18377 -0.17063 -0.9 0.4 0.0
C 4.39407 -2.15003 0.15469 -4.0 -1.5 0.6
N -2.33994 -1.99191 -0.35016 -2.4 0.5 0.0
N -2.20054 0.30809 0.21476 0.1 0.9 0.5
N -0.25104 1.39562 0.76946 -0.5 0.7 0.2
P 4.67651 -0.41698 0.06790 0.9 1.8 -2.1
S -4.57380 -0.63506 -0.22753 -0.8 0.4 0.1
H -0.67512 -3.03520 -0.40330 1.2 -2.0 -0.3
H 5.64869 0.70964 -1.86139 -0.1 0.3 0.3
H 5.78170 -1.02347 -2.07053 -0.1 -1.3 -0.7
H -2.06411 2.54819 0.99549 -1.3 -0.5 0.8
H -0.50274 3.25603 1.78160 -1.2 -0.6 -1.2
H -0.89193 3.25710 -0.11288 -0.2 -0.7 2.5
H -5.60654 1.41967 -0.86819 1.5 0.0 0.0
H -3.71245 1.55914 -0.32369 -1.3 0.1 -0.6
H -5.13703 1.65801 0.75643 0.5 -0.9 0.1
H 4.72451 -2.53803 1.18209 -0.9 -0.2 -1.8
H 4.14369 -2.78474 -0.77744 1.1 0.8 1.9
H 0.78063 1.49480 0.69089 -1.4 -0.5 0.1

=====

91
Properties=species:S:1:pos:R:3:forces:R:3 method="wB97M-V/def2-TZVPD" homo_energy_ev=-7.961 lumo_energy_ev=-0.065 homo_lumo_gap_ev=7.90 e_tot_ev=-51112.18320
C -1.64468 -1.55954 2.92123 -0.4 -0.5 1.5
C -1.32068 -2.94754 2.32023 -1.1 1.4 -0.1
O 0.11732 -3.07954 2.47123 -1.1 0.1 0.0
H -1.11068 -0.65254 2.57823 0.7 -1.1 0.4
H -1.81668 -1.62954 4.01723 1.4 0.2 -0.2
H -2.61468 -1.19254 2.74623 -1.8 -0.2 -1.3
H -1.70268 -2.90654 1.28223 1.0 -0.2 0.1
H -1.90468 -3.80554 2.77523 0.9 1.0 0.0
H 0.37632 -3.85754 2.00023 0.3 -0.6 -0.3
C 4.63032 0.88046 1.50723 -4.8 3.3 -1.7
O 3.70732 1.71246 1.08923 3.1 -3.4 1.4
N 4.47932 -0.33254 1.89923 -2.4 -6.1 1.1
N 5.85032 1.20846 1.63823 5.6 2.1 0.3
H 3.53932 -0.70954 2.01823 0.3 0.0 -0.2
H 5.20532 -1.07554 1.93823 -0.6 1.5 -0.1
H 5.93132 2.17746 1.42323 1.3 0.6 0.0
H 6.57132 0.61446 2.12723 -1.4 1.6 -0.9
C -2.46268 -1.98054 -2.06277 3.2 4.4 6.9
O -2.21568 -1.29854 -0.88277 -1.2 -3.8 -5.6
N -3.55468 -2.43354 -2.45677 -10.4 -2.7 -2.2
N -1.62468 -2.22854 -2.98877 6.1 -0.1 -3.2
H -4.41468 -2.19354 -1.91877 1.1 -0.5 -0.7
H -3.74468 -2.87854 -3.46977 0.7 1.5 3.6
H -0.63868 -1.99954 -2.91077 0.0 -0.1 0.7
H -1.84868 -2.60654 -3.91177 -0.2 0.0 1.0
C -4.55068 0.88146 -0.02777 0.8 0.9 2.4
O -3.29068 0.58546 0.57323 0.3 0.2 0.2
H -4.47668 1.23646 -1.03177 0.2 0.9 -0.7
H -5.11668 1.57846 0.69823 0.7 -1.0 -1.5
H -4.98968 -0.05754 -0.08877 -1.9 -1.6 -0.1
H -2.97668 -0.29754 0.25623 -0.4 0.9 -0.2
C 0.83932 -0.92554 -3.94377 2.0 -1.2 -1.3
O 1.18732 -1.81754 -2.88377 0.1 0.6 0.5
H -0.03768 -1.28554 -4.48077 0.1 0.1 0.1
H 1.68332 -0.99354 -4.69077 -0.8 0.7 0.6
H 0.66632 0.05946 -3.57177 -0.1 0.7 -0.1
H 1.84532 -1.34654 -2.28877 -0.7 -0.5 -0.5
C 0.92932 2.73446 -2.54277 -0.3 -0.1 0.7
O 1.19132 2.94446 -1.15477 -0.1 -0.4 -0.2
H -0.15368 2.88846 -2.74677 0.7 0.2 -0.2
H 1.17532 1.70246 -2.73077 0.0 -0.4 -0.5
H 1.59032 3.35446 -3.16477 -0.4 0.0 0.2
H 1.29332 2.05746 -0.75077 0.3 0.5 0.0
C -2.29668 3.57646 -0.56877 1.9 -1.4 2.3
O -1.10868 4.33246 -0.34577 0.0 0.1 -0.7
H -2.08968 2.64946 -1.15777 -0.2 0.5 0.4
H -2.98168 4.17646 -1.10377 -1.0 0.7 -0.2
H -2.56468 3.28446 0.50523 -0.9 0.0 -1.8
H -0.37968 3.70246 -0.22077 0.1 0.4 -0.3
C 1.03532 3.53146 1.84723 0.3 0.2 1.2
O 2.19832 3.90446 1.18223 -0.7 2.7 -0.8
H 1.46732 3.46946 2.77923 0.0 -0.9 3.2
H 0.66532 2.55846 1.62723 -0.4 -0.8 -0.7
H 0.21732 4.21746 2.04823 0.0 0.7 -1.2
H 2.47532 3.15746 0.71023 1.0 -1.4 -1.1
C 3.65332 -2.25154 -0.72477 -1.4 0.3 0.2
O 3.23732 -0.98154 -1.25577 0.5 -2.4 -1.5
H 4.63232 -2.25954 -0.38677 2.3 0.5 0.4
H 3.58232 -3.11554 -1.36977 -0.5 0.4 -0.9
H 3.08632 -2.50254 0.15423 -0.7 -0.1 0.5
H 3.28532 -0.35054 -0.56477 -0.2 1.3 1.1
C -1.96068 1.96046 3.13523 0.6 0.9 0.4
O -0.84468 1.90246 4.05123 -0.6 0.5 -0.2
H -2.59868 2.85346 3.21923 0.2 -0.1 0.5
H -2.53968 1.09046 3.29923 -0.9 -0.9 -0.3
H -1.58868 2.02046 2.13023 0.3 -0.4 -0.4
H -1.24368 1.96346 4.92423 0.3 0.0 0.1
C -0.03868 0.23246 -0.00977 0.6 -0.3 3.5
O 1.35032 0.47646 0.18323 -0.7 1.3 -1.9
H -0.43968 0.64146 -0.87377 -0.2 0.3 -2.0
H -0.62168 0.70146 0.79923 0.1 0.3 -0.1
H -0.22068 -0.80354 0.16223 -0.3 -0.9 -0.7
H 1.62732 0.01346 0.95823 0.3 -0.5 0.9
C -2.56868 1.00746 -3.48177 1.6 -1.4 2.6
O -2.17468 0.20446 -4.48477 0.4 -2.4 -2.4
H -2.58768 1.98246 -3.64377 0.3 4.5 -2.1
H -1.85568 0.97646 -2.66277 -0.2 -0.5 0.8
H -3.54268 0.83646 -3.22277 -2.6 -0.9 1.4
H -2.32468 -0.71054 -4.15277 0.4 1.2 -0.6
C 1.60632 -0.14354 3.24923 -2.4 0.7 1.6
O 1.94832 -1.12654 2.31823 2.2 1.5 -0.1
H 2.26632 0.61546 3.57223 2.1 0.3 -0.5
H 1.24532 -0.52454 4.20223 -0.1 -0.7 0.0
H 0.80032 0.48046 2.90523 -0.7 0.1 -0.5
H 1.29332 -1.78754 2.34923 -1.7 -1.8 0.1
C 0.44032 -3.84054 -0.86677 0.7 1.0 -0.2
O -0.32668 -4.71454 -0.12577 -3.0 0.0 -1.8
H 0.64932 -2.91454 -0.26777 -0.3 -0.3 -1.1
H 0.00532 -3.73754 -1.85277 -0.5 0.7 0.3
H 1.35832 -4.30854 -1.12677 1.4 -0.3 0.0
H 0.17432 -4.97154 0.57823 1.9 -1.5 2.8

=====

48
Properties=species:S:1:pos:R:3:forces:R:3 method="wB97M-V/def2-TZVPD" homo_energy_ev=-7.555 lumo_energy_ev=0.594 homo_lumo_gap_ev=8.15 e_tot_ev=-46222.78358 smiles=CC(C)(C)c1cnc(CSc2cnc(NC3CCCCC3)s2)o1
N 1.93796 0.03332 2.84993 1.4 0.3 -0.6
N 1.88634 1.70942 -2.91848 0.7 0.1 0.9
O 2.66467 2.69056 -1.03668 0.3 -0.9 -1.5
S 1.82136 -0.98412 0.45900 -1.2 -1.1 0.6
S 4.56581 0.34148 -0.22084 -1.1 -0.6 0.2
C 1.23981 -0.79435 2.12859 -0.6 0.4 1.2
C 2.74519 1.63586 -1.93884 -0.6 -0.4 -0.4
C 3.04510 0.46654 2.12873 0.4 0.2 -0.1
C 1.22561 2.90050 -2.71401 -0.5 1.0 0.6
C 3.15826 -0.01931 0.85969 1.5 1.5 0.1
C 1.71643 3.51077 -1.59008 -0.7 0.0 -0.3
N 0.15408 -1.37007 2.75200 -0.4 -0.8 -2.8
C 3.69209 0.43581 -1.82136 -0.4 0.8 0.5
C 2.48534 5.32754 0.00355 0.0 -0.6 0.5
C 1.42484 5.89899 -2.12548 0.0 -0.7 -0.4
C 0.03095 4.88137 -0.31134 -0.3 0.5 0.6
C -2.85737 -4.41662 2.52575 -0.5 0.5 -0.5
C -1.44528 -4.76355 2.09926 -0.2 -0.8 0.2
C -3.23761 -3.02414 1.96996 -0.4 -0.4 -0.1
C -0.51018 -3.72527 2.66974 1.0 -0.1 -0.7
C -2.24491 -1.91951 2.35276 0.5 -0.4 -0.2
C -0.77442 -2.32819 2.09159 -0.3 0.2 0.8
C 1.39975 4.86538 -0.97558 0.4 0.7 -0.6
H 3.83115 1.13907 2.54947 -1.0 -0.6 -0.2
H 0.38291 3.25941 -3.33705 0.9 -0.4 0.4
H -0.04689 -1.04903 3.68171 0.1 0.1 0.0
H 3.08318 -0.47810 -1.96870 0.4 0.5 0.0
H 4.45383 0.48681 -2.62185 -0.3 0.0 0.5
H 2.32357 6.34986 0.37942 -0.2 -0.4 -0.2
H 2.54553 4.63485 0.84949 0.0 0.2 0.0
H 3.45237 5.30501 -0.48010 0.3 0.0 -0.2
H 1.43870 6.90348 -1.74867 -0.2 0.5 0.4
H 2.32101 5.77889 -2.73116 0.1 -0.1 0.0
H 0.57830 5.79207 -2.80033 -0.2 0.0 0.0
H -0.27160 5.93066 -0.04678 0.4 -0.9 -0.1
H 0.04120 4.24741 0.58378 0.0 0.3 0.0
H -0.74596 4.47939 -0.95242 -0.1 0.0 -0.3
H -3.54614 -5.20031 2.16510 0.0 0.4 0.3
H -2.89577 -4.35924 3.62542 -0.1 -0.3 -0.2
H -1.22601 -5.78620 2.48236 0.2 0.6 -0.3
H -1.33117 -4.80468 0.99087 -0.2 0.0 0.6
H -3.31690 -3.10510 0.86845 0.2 0.1 0.4
H -4.23922 -2.72942 2.31555 0.2 -0.1 -0.1
H -0.58868 -3.66722 3.75832 0.0 -0.1 0.0
H 0.51911 -4.02738 2.41432 -0.1 0.3 0.3
H -2.31906 -1.67187 3.41016 -0.2 0.0 0.2
H -2.49947 -1.03045 1.78223 0.1 0.3 0.0
H -0.66730 -2.34982 0.99308 0.5 0.2 0.4

=====

80
Properties=species:S:1:pos:R:3:forces:R:3 method="wB97M-V/def2-TZVPD" total_charge=-1 homo_energy_ev=-7.762 lumo_energy_ev=1.311 homo_lumo_gap_ev=9.07 e_tot_ev=-132428.46279
As -0.48912 -0.22682 1.30253 -1.8 0.2 0.6
F 0.99964 0.61601 0.84952 -1.1 -0.6 0.1
F 0.05715 -1.62917 0.33136 -0.5 1.1 1.1
F -1.99242 -1.17650 1.86581 1.7 1.2 -0.9
F -1.04120 1.27507 2.12036 0.4 -1.4 -0.5
F -1.47396 0.35455 -0.10971 1.3 -0.7 1.1
F 0.21600 -0.76345 2.86371 -0.2 0.3 -1.7
C 1.00617 -7.31859 -3.19426 1.8 -1.7 -4.3
O 1.24249 -7.90561 -4.26395 -1.2 0.7 0.0
N 0.46374 -6.14757 -3.01607 -3.1 3.8 -1.3
N 1.49869 -7.75845 -2.10754 1.7 -2.1 5.0
H -0.22933 -5.88357 -3.70168 0.3 0.3 0.1
H 0.45743 -5.62178 -2.15375 0.0 -0.4 -0.2
H 2.05651 -8.60037 -2.11774 -0.3 0.3 0.3
H 1.13065 -7.31062 -1.28043 0.7 -0.8 0.4
C -2.31469 1.58262 -6.64520 0.0 1.8 3.1
O -2.63210 2.70387 -6.22644 0.0 -0.9 -1.2
N -2.21911 1.13877 -7.86317 -0.3 0.0 -4.4
N -1.96031 0.60603 -5.79659 0.4 -1.1 2.1
H -1.90443 0.19924 -8.05896 -0.3 0.4 -0.1
H -2.54150 1.72037 -8.62338 0.2 -0.2 0.1
H -1.50017 -0.22261 -6.14546 0.0 0.2 0.5
H -1.80185 0.91085 -4.84682 0.1 -0.3 -0.1
C 6.53210 -2.83786 2.77033 -0.2 -2.1 -5.0
O 6.44137 -3.56074 1.76959 1.5 -0.4 -0.3
N 7.57907 -2.12702 3.10534 2.0 0.8 0.8
N 5.44611 -2.62591 3.39008 -5.3 1.5 4.6
H 7.57074 -1.74268 4.03931 0.8 0.4 -0.6
H 8.23013 -1.99799 2.34404 0.3 0.2 0.8
H 4.57241 -3.07054 3.14707 0.6 -0.2 -0.3
H 5.31781 -1.86360 4.04009 0.2 -0.1 0.0
C 0.39685 6.80164 -2.68982 -0.1 -0.4 4.4
O 0.53149 7.10957 -1.51494 0.6 0.3 -0.3
N 0.70811 5.68809 -3.30120 1.8 -4.4 -1.2
N -0.34659 7.40770 -3.56672 -2.5 4.4 -1.8
H -0.04723 5.59582 -3.96530 0.6 -1.6 -0.1
H 0.95480 4.85298 -2.78950 0.1 0.3 0.1
H -0.71130 8.28494 -3.22389 0.1 0.2 -0.9
H 0.00051 7.22790 -4.49801 -0.7 1.2 -0.2
C 5.41839 2.90885 5.54695 -2.6 -4.4 1.1
O 5.26415 1.78804 6.09628 0.5 2.2 -0.8
N 6.11330 3.91813 5.97517 3.3 2.8 1.9
N 4.72957 3.30981 4.48364 -2.0 0.4 -3.8
H 6.37188 4.05105 6.94241 0.2 -0.4 -0.4
H 6.31329 4.64077 5.29848 0.0 0.1 0.7
H 4.97603 4.12328 3.93811 0.2 0.1 0.6
H 3.98146 2.84782 3.98665 0.4 -0.9 0.6
C -4.38254 -1.92436 7.67659 2.2 -1.6 -0.3
O -4.67335 -2.05487 8.80283 -1.7 -0.6 5.0
N -4.95599 -1.16121 6.82991 -3.2 3.6 -2.8
N -3.38742 -2.56580 7.09493 2.7 -1.7 -1.5
H -4.56796 -1.07795 5.90114 -0.9 0.4 0.2
H -5.82678 -0.76560 7.15442 0.3 0.4 -0.7
H -2.80919 -3.22590 7.59494 -0.1 0.5 -0.3
H -3.16992 -2.22139 6.17072 0.8 -0.9 0.3
C -6.99647 -1.28171 -2.76964 -5.1 0.1 0.9
O -8.22654 -1.35756 -2.77560 -1.0 -0.4 -0.4
N -6.40989 -0.65605 -3.72283 2.4 2.1 -3.9
N -6.36718 -1.69813 -1.73589 3.8 -2.0 3.7
H -5.46564 -0.29763 -3.71819 -0.2 -0.1 0.1
H -7.08798 -0.23719 -4.34319 0.4 0.0 -0.1
H -5.36523 -1.82390 -1.75547 -0.1 0.1 0.2
H -6.85010 -2.20281 -1.00639 -0.1 0.2 -0.5
C 3.65954 -0.24635 -5.03406 -0.9 0.9 -0.1
O 4.13518 0.84296 -4.86334 1.5 1.4 1.1
N 3.35308 -0.67230 -6.21714 -0.3 -0.6 -5.6
N 3.21494 -1.11218 -4.16776 -0.1 -1.2 4.3
H 2.79135 -1.49098 -6.40240 0.5 0.3 -0.2
H 3.72502 -0.09440 -6.95724 -0.5 -0.4 -0.2
H 2.66420 -1.91904 -4.42418 0.5 0.3 0.5
H 3.52397 -0.90468 -3.22886 -0.7 -0.6 0.2
O 1.39795 0.59762 8.64606 -0.1 0.1 0.3
H 1.86884 1.14025 8.01357 0.1 0.2 -0.2
H 1.51414 -0.29759 8.32773 0.0 -0.2 -0.1
O -6.11002 1.14717 2.37177 -0.3 0.1 0.2
H -5.16138 1.26925 2.33426 0.3 0.1 -0.1
H -6.24161 0.22297 2.16014 0.0 -0.2 -0.1
O -4.05577 4.96056 0.04637 -0.3 0.1 0.1
H -3.16327 4.95061 0.39215 0.3 -0.1 0.1
H -3.94670 4.88584 -0.90166 0.0 -0.1 -0.2